No. 1
The following is a quantum chemistry calculation of 13 unconnected molecules or ions with the total composition C32H31Cl48N3O3Si, from the OMol25 dataset.

multiplicity = 1
strongest force on any atom = 8.5 eV Å⁻¹

Last column: Mulliken charge in e.
Geometry (Å):
C1 0.404 -2.997 3.042  0.46
C2 -1.022 -2.572 3.772  0.56
O1 -0.954 -1.559 4.651  -0.60
O2 -2.225 -3.355 3.445  0.01
C3 -3.382 -2.499 3.135  -0.38
C4 -3.786 -2.499 1.513  0.12
C5 -3.500 -0.941 1.002  0.17
C6 -4.631 0.251 1.302  -0.48
C7 -4.345 1.823 0.819  0.22
C8 -5.472 2.988 1.139  -0.51
C9 -7.022 2.513 0.871  -0.17
N1 -7.909 3.713 0.624  -0.66
C10 -2.948 2.271 0.023  0.02
N2 -2.839 3.715 -0.375  -0.43
C11 -1.510 3.940 -1.041  -0.46
C12 -0.363 2.817 -1.301  0.21
C13 1.056 3.302 -2.011  0.02
C14 2.012 4.103 -0.948  -0.33
O3 3.051 4.796 -1.726  -0.25
Si1 4.646 4.096 -1.492  0.70
C15 5.570 4.300 -3.213  -0.14
C16 5.625 5.048 -0.131  -0.79
C17 4.664 2.210 -1.105  -0.85
N3 -0.526 1.370 -0.931  -0.31
C18 -1.844 1.111 -0.256  0.10
C19 -2.146 -0.459 0.212  0.29
C20 -1.013 -1.593 -0.142  -0.81
H1 1.268 -2.312 3.478  0.26
H2 0.636 -4.106 3.334  -0.33
H3 0.382 -2.924 1.874  -0.38
H4 -3.290 -1.391 3.499  0.38
H5 -4.327 -2.958 3.692  0.15
H6 -4.938 -2.776 1.440  -0.14
H7 -3.197 -3.306 0.898  0.24
H8 -5.653 0.032 1.845  0.13
H9 -5.277 4.008 0.596  0.35
H10 -5.384 3.209 2.300  0.26
H11 -7.072 1.723 -0.003  0.26
H12 -7.412 2.004 1.865  0.12
H13 -8.256 3.663 -0.376  0.27
H14 -7.391 4.620 0.678  0.26
H15 -1.277 5.048 -1.412  0.30
H16 0.729 4.103 -2.834  0.19
H17 1.585 2.440 -2.605  -0.01
H18 2.406 3.463 -0.050  0.24
H19 1.335 4.958 -0.467  0.31
H20 6.724 4.119 -3.132  0.30
H21 5.075 3.504 -3.945  0.16
H22 5.286 5.362 -3.673  -0.51
H23 6.754 5.155 -0.454  0.18
H24 5.157 6.131 -0.053  0.18
H25 5.525 4.555 0.932  0.29
H26 5.625 1.758 -1.649  0.27
H27 4.894 2.093 0.056  0.25
H28 3.675 1.636 -1.360  0.12
H29 0.032 -1.132 0.200  0.25
H30 -1.035 -1.753 -1.320  0.33
H31 -1.189 -2.626 0.381  -0.14
C21 2.644 6.268 -5.432  0.15
Cl1 2.391 4.613 -4.823  0.04
Cl2 3.413 7.256 -4.164  -0.04
Cl3 3.697 6.218 -6.867  -0.12
Cl4 1.073 6.985 -5.872  -0.06
C22 0.244 1.887 -6.746  0.24
Cl5 -1.321 2.519 -7.317  -0.10
Cl6 0.204 1.719 -4.973  -0.03
Cl7 0.548 0.296 -7.487  -0.09
Cl8 1.543 3.015 -7.207  -0.06
C23 -5.156 -6.257 4.125  0.20
Cl9 -5.790 -5.137 2.892  -0.02
Cl10 -3.415 -6.516 3.853  -0.01
Cl11 -5.407 -5.560 5.745  -0.15
Cl12 -6.014 -7.815 4.009  -0.09
C24 -9.356 -3.483 1.782  0.30
Cl13 -8.731 -5.016 2.440  -0.06
Cl14 -10.459 -2.735 2.965  -0.10
Cl15 -7.997 -2.378 1.455  -0.06
Cl16 -10.239 -3.803 0.268  -0.09
C25 0.141 -6.635 0.572  0.10
Cl17 0.675 -5.007 0.083  0.00
Cl18 -0.935 -7.307 -0.678  -0.10
Cl19 1.562 -7.694 0.764  -0.08
Cl20 -0.736 -6.533 2.119  0.05
C26 -6.459 -9.578 8.036  0.30
Cl21 -5.925 -7.949 7.547  0.00
Cl22 -7.535 -10.250 6.786  -0.10
Cl23 -5.038 -10.636 8.228  -0.10
Cl24 -7.336 -9.475 9.583  -0.10
C27 7.641 7.550 -3.197  0.32
Cl25 8.267 6.017 -2.539  -0.10
Cl26 6.539 8.298 -2.014  -0.09
Cl27 9.000 8.655 -3.524  -0.10
Cl28 6.759 7.230 -4.711  -0.05
C28 0.141 10.469 -7.474  0.32
Cl29 1.751 9.744 -7.715  -0.05
Cl30 0.002 11.947 -8.460  -0.11
Cl31 -1.115 9.306 -7.968  -0.09
Cl32 -0.073 10.880 -5.754  -0.09
C29 1.941 -5.272 6.182  0.24
Cl33 2.475 -3.644 5.693  -0.08
Cl34 0.865 -5.944 4.932  -0.02
Cl35 3.362 -6.330 6.374  -0.07
Cl36 1.064 -5.169 7.729  -0.09
C30 4.641 -4.209 -0.243  0.18
Cl37 5.175 -2.581 -0.732  -0.06
Cl38 3.565 -4.881 -1.494  -0.06
Cl39 6.062 -5.267 -0.052  -0.09
Cl40 3.764 -4.106 1.304  0.02
C31 4.041 -2.281 -4.707  0.19
Cl41 4.348 -1.542 -6.300  -0.11
Cl42 3.544 -1.018 -3.553  0.09
Cl43 2.745 -3.494 -4.855  -0.09
Cl44 5.528 -3.069 -4.122  -0.07
C32 7.341 -5.299 4.181  0.27
Cl45 8.191 -4.117 3.155  -0.09
Cl46 5.852 -4.564 4.826  0.01
Cl47 6.923 -6.735 3.212  -0.09
Cl48 8.398 -5.782 5.532  -0.10



No. 2
The following is a quantum chemistry calculation of a molecular structure, C32H31F6KN10O2S, from the OMol25 dataset.

multiplicity = 1
charge = -2
strongest force on any atom = 1.0 eV Å⁻¹

Last column: Mulliken charge in e.
Geometry (Å):
K1 0.401 -0.502 0.878  1.28
C1 0.761 -0.063 -3.318  -1.04
N1 -0.303 0.311 -2.409  0.26
C2 -1.037 1.454 -2.916  -0.47
C3 -2.025 1.944 -1.903  0.18
N2 -1.802 2.034 -0.634  -0.02
C4 -2.957 2.597 -0.100  0.04
C5 -3.250 2.898 1.226  -0.37
C6 -4.493 3.445 1.498  -0.72
C7 -5.433 3.680 0.480  -0.28
C8 -5.152 3.382 -0.845  -1.25
C9 -3.897 2.839 -1.107  0.72
N3 -3.276 2.407 -2.267  -0.10
C10 1.746 -0.954 -2.627  -0.26
N4 1.870 -1.061 -1.347  1.23
C11 2.943 -1.923 -1.149  -0.35
C12 3.517 -2.367 0.039  -0.43
C13 4.595 -3.230 -0.050  -0.80
C14 5.095 -3.653 -1.291  -0.36
C15 4.535 -3.220 -2.482  -1.26
C16 3.456 -2.348 -2.380  0.74
N5 2.663 -1.712 -3.321  0.05
H1 1.320 0.813 -3.689  0.24
H2 0.353 -0.579 -4.195  0.49
H3 0.159 0.620 -1.543  -0.43
H4 -1.564 1.188 -3.839  0.31
H5 -0.363 2.293 -3.155  0.32
H6 -2.522 2.678 2.002  0.42
H7 -4.756 3.680 2.522  0.40
H8 -6.399 4.101 0.735  0.36
H9 -5.880 3.560 -1.628  0.37
H10 -3.659 2.407 -3.194  0.20
H11 3.121 -2.046 0.996  0.44
H12 5.058 -3.597 0.857  0.41
H13 5.936 -4.336 -1.319  0.35
H14 4.924 -3.545 -3.439  0.40
H15 2.751 -1.769 -4.317  0.20
N6 0.924 -0.137 5.383  -0.62
C17 0.901 0.531 4.140  0.35
S1 -0.563 1.365 3.724  -0.56
N7 2.006 0.406 3.472  -1.04
N8 2.026 0.958 2.196  0.78
C18 3.158 1.413 1.835  -1.15
C19 3.530 1.890 0.493  1.27
C20 4.872 2.231 0.317  -0.56
C21 5.399 2.695 -0.881  -0.75
C22 4.521 2.828 -1.964  -0.58
C23 3.186 2.502 -1.837  -0.32
C24 2.607 2.006 -0.617  0.05
O1 1.382 1.699 -0.549  -0.58
H16 -0.010 -0.384 5.666  0.22
H17 1.564 -0.918 5.363  0.25
H18 3.960 1.441 2.582  0.14
H19 5.532 2.120 1.175  0.26
H20 6.450 2.938 -0.973  0.35
H21 4.893 3.194 -2.917  0.36
H22 2.507 2.628 -2.675  0.17
C25 -0.168 -3.752 -1.668  -1.74
C26 -0.353 -3.907 -0.137  1.39
O2 0.075 -2.871 0.578  -0.88
C27 0.425 -5.202 0.280  0.37
F1 0.167 -6.304 -0.476  -0.33
F2 0.183 -5.564 1.554  -0.29
F3 1.749 -4.996 0.175  -0.17
C28 -1.876 -4.166 0.104  0.44
F4 -2.343 -5.345 -0.401  -0.35
F5 -2.611 -3.203 -0.495  -0.26
F6 -2.213 -4.159 1.397  -0.28
H23 0.903 -3.717 -1.880  0.25
H24 -0.612 -2.798 -1.955  0.14
H25 -0.623 -4.567 -2.239  0.49
C29 -6.042 -2.584 -0.692  -0.96
N9 -5.129 -1.848 0.149  0.27
C30 -4.887 -2.062 1.488  -0.25
C31 -3.873 -1.212 1.820  -0.79
N10 -3.483 -0.486 0.720  0.00
C32 -4.256 -0.886 -0.254  -0.46
H26 -6.813 -3.038 -0.073  0.33
H27 -5.526 -3.373 -1.242  0.30
H28 -6.524 -1.913 -1.402  0.33
H29 -5.425 -2.808 2.048  0.40
H30 -3.374 -1.090 2.772  0.39
H31 -4.203 -0.551 -1.283  0.39



No. 3
The following is a quantum chemistry calculation of 5 unconnected molecules or ions with the total composition C32H31F7NO3, from the OMol25 dataset.

multiplicity = 1
charge = -1
strongest force on any atom = 1.6 eV Å⁻¹

Last column: Mulliken charge in e.
Geometry (Å):
O1 3.062 -2.245 3.700  -0.79
C1 2.698 -2.656 2.577  0.30
O2 3.425 -2.733 1.552  -0.78
C2 1.214 -3.069 2.333  0.75
C3 1.068 -4.430 1.650  -0.87
C4 1.536 -5.629 2.456  -0.48
O3 2.934 -5.630 2.719  -0.50
N1 0.389 -2.935 3.547  -0.12
C5 -0.665 -1.961 3.451  -1.10
C6 -1.853 -2.359 2.488  -0.20
C7 -1.774 -1.743 1.139  0.20
F1 -2.276 -2.497 0.120  -0.39
C8 -1.291 -0.537 0.800  0.46
F2 -0.124 -0.020 1.110  -0.19
F3 -1.998 0.272 -0.001  -0.28
H1 0.844 -2.327 1.623  -0.38
H2 0.005 -4.598 1.437  0.31
H3 1.606 -4.381 0.705  0.41
H4 0.982 -5.744 3.397  0.19
H5 1.316 -6.517 1.849  0.42
H6 3.237 -6.526 2.581  0.31
H7 0.049 -3.828 3.875  0.27
H8 -0.207 -1.015 3.171  0.57
H9 -1.082 -1.804 4.429  0.30
H10 -1.879 -3.445 2.395  0.19
H11 -2.804 -2.057 2.918  0.43
F4 3.686 4.270 -2.810  -0.34
C9 2.718 3.450 -2.337  0.43
C10 2.908 2.085 -2.390  -0.38
C11 1.914 1.248 -1.900  -1.04
C12 0.747 1.787 -1.375  -0.09
C13 0.573 3.164 -1.336  -0.62
C14 1.567 4.004 -1.816  -0.21
H12 3.822 1.684 -2.809  0.49
H13 2.051 0.176 -1.926  0.56
H14 -0.024 1.136 -0.999  0.38
H15 -0.337 3.585 -0.930  0.39
H16 1.456 5.081 -1.786  0.44
F5 -2.868 -2.509 4.992  0.03
C15 -3.685 -2.913 5.983  0.28
C16 -4.847 -3.586 5.664  -0.45
C17 -5.684 -4.004 6.689  -0.40
C18 -5.354 -3.737 8.011  -0.50
C19 -4.182 -3.055 8.310  -0.39
C20 -3.336 -2.642 7.291  -0.44
H17 -5.089 -3.778 4.627  0.41
H18 -6.595 -4.539 6.455  0.35
H19 -6.011 -4.061 8.807  0.35
H20 -3.926 -2.843 9.339  0.36
H21 -2.414 -2.117 7.503  0.42
F6 -0.974 -2.566 -5.838  -0.32
C21 0.051 -1.692 -5.871  0.42
C22 1.023 -1.836 -6.841  -0.50
C23 2.076 -0.933 -6.877  -0.28
C24 2.147 0.091 -5.942  -0.66
C25 1.163 0.216 -4.971  -0.15
C26 0.102 -0.678 -4.935  -0.64
H22 0.952 -2.645 -7.556  0.40
H23 2.841 -1.029 -7.636  0.36
H24 2.972 0.791 -5.969  0.41
H25 1.221 1.009 -4.243  0.47
H26 -0.679 -0.593 -4.191  0.46
F7 -0.705 7.810 -6.107  -0.32
C27 0.133 8.005 -5.069  0.37
C28 1.293 7.261 -4.992  -0.43
C29 2.155 7.467 -3.925  -0.35
C30 1.842 8.403 -2.949  -0.57
C31 0.668 9.139 -3.041  -0.29
C32 -0.193 8.944 -4.111  -0.43
H27 1.514 6.531 -5.759  0.43
H28 3.071 6.896 -3.854  0.42
H29 2.514 8.559 -2.115  0.39
H30 0.421 9.865 -2.278  0.36
H31 -1.109 9.512 -4.206  0.40



no.,HOMO level (eV),Kohn-Sham gap (Eh)
1,-7.9,0.2512
2,-1.1,0.1791
3,-3.6,0.2145